Below is C56H54Cl3FN6O5SSnTe as an isolated structure in a non-equilibrium geometry, with properties calculated with ωB97M-V/def2-TZVPD.

Geometry as XYZ:
```
128
Properties=species:S:1:pos:R:3:forces:R:3:mulliken_spin:R:1
Te -1.113179 -4.408950 0.760335 -0.0965 0.1750 0.1575 0.000
Sn -1.523140 -1.533148 -0.649970 0.4042 1.5851 0.4406 0.000
Cl 5.831876 4.826454 -0.948591 -4.5719 -7.1495 -0.8561 0.027
Cl 0.720236 6.664359 2.252659 0.0148 -0.0126 -0.0038 0.000
Cl 1.326649 -0.421842 3.312142 -0.0100 0.0624 -0.0451 0.000
S -1.128920 -1.774952 4.245652 -0.0001 -0.0050 -0.0310 0.000
F 4.071027 2.236179 -1.934059 0.0589 0.1201 -0.0404 0.020
O -3.325418 -0.585300 -0.894597 -0.4004 -0.5888 -0.4404 0.000
O -2.367021 -6.052135 -1.251742 0.0023 -0.0705 -0.1103 0.000
O -5.012256 0.882038 -0.914632 -0.0404 -0.1007 0.0128 0.000
O -0.225785 -0.312565 -1.981839 -0.2064 -0.5727 -0.4603 0.000
O -0.910167 2.555611 2.868569 0.1761 -0.0278 -0.0066 0.000
N 4.525155 4.500331 -0.348524 0.8765 -0.3634 1.5183 0.004
N -1.883859 3.082801 0.384020 -0.3370 0.1510 0.0735 0.001
N -1.011263 4.172732 -2.118654 -0.3925 -0.0646 0.1435 0.001
N 7.480372 6.897618 -0.429285 -3.2882 -0.3785 -0.9353 0.073
N -1.415384 1.231309 -0.775100 0.3607 -0.3042 0.4892 0.000
N -1.759371 -3.861963 -1.059293 0.0798 -0.5982 0.1285 0.000
C -4.383318 -5.358802 -4.845793 0.0071 0.0260 -0.0113 0.000
C -1.631834 6.555889 -2.931241 0.0053 -0.0153 -0.0784 0.000
C -0.927421 0.785443 4.391019 -0.1513 0.1003 -0.0219 0.000
C -0.514597 2.211960 4.191979 0.0288 -0.0473 0.0180 0.000
C 1.699050 -7.178242 2.401902 -0.0033 -0.0395 -0.0021 0.000
C -1.062316 2.099745 0.166615 -0.1813 -0.0492 0.1694 0.000
C 3.267293 4.215378 0.283810 -0.3321 0.0794 -2.0433 -0.002
C 0.744318 -6.195846 2.187793 -0.0215 0.0088 0.0068 0.000
C -2.918362 3.100332 -0.698977 0.2652 -0.0644 -0.0795 0.000
C -2.452349 3.704851 -2.071379 0.6477 -0.4053 -0.5775 0.000
C -2.811958 -5.380434 1.529437 -0.0014 -0.1598 -0.0339 0.000
C 0.079956 3.426393 -1.640155 -0.0158 0.1719 -0.1666 0.001
C 1.607609 2.858301 1.670547 0.3098 -0.1334 0.1093 0.003
C -5.060390 -6.658423 2.463605 0.0033 0.0124 0.0039 0.000
C -0.252415 -0.324453 3.984655 0.0378 -0.0928 0.0995 0.000
C -2.368013 -4.915458 -1.710784 0.0212 0.1995 0.0937 0.000
C 2.753662 2.519786 -1.773847 -0.2159 -0.3355 0.0598 -0.008
C -1.646627 4.165478 1.328694 0.0579 -0.0118 0.0105 0.000
C -0.656821 5.457967 -2.656517 0.0006 -0.0132 0.4976 0.000
C -2.756980 2.370893 -2.634862 -0.3122 0.0502 0.2570 0.000
C 2.722901 2.832364 0.736031 -0.1159 0.2134 0.6072 0.007
C 0.257699 -5.390683 3.369192 -0.0415 -0.0681 -0.0789 0.000
C 0.910595 -6.616220 -0.213278 -0.0797 0.0349 -0.0594 0.000
C 2.335546 3.408127 -0.648182 0.3165 0.5588 -0.0451 0.010
C -0.581639 3.848250 2.406423 -0.1038 0.0383 -0.1585 0.000
C 6.105897 7.455399 -1.179665 1.4940 -2.3543 0.9991 0.002
C 0.649313 -6.282984 -1.657211 0.0069 -0.0517 0.0687 0.000
C -2.204211 0.429381 4.924844 -0.0108 -0.0419 0.0301 0.000
C 2.251790 -7.906829 1.354253 0.0422 0.0241 0.0307 0.000
C 5.455908 6.107845 -1.855655 -3.7943 8.2946 -1.9859 0.003
C -2.792943 -6.758571 1.700962 -0.0054 0.0434 -0.0361 0.000
C -4.201658 -4.140518 -5.486897 -0.0119 -0.0124 0.0047 0.000
C 1.475916 5.238641 1.593238 0.1700 -0.0436 0.3056 0.006
C -0.357626 0.936590 -1.677719 0.1612 0.2560 0.4032 -0.001
C -2.841661 -3.377688 -3.663384 -0.0370 -0.0856 0.0333 0.000
C 0.841540 3.949525 1.853526 0.0021 0.0136 0.3388 -0.001
C 6.344123 3.591849 -1.678881 -0.2698 -1.2609 -0.4676 0.690
C -3.924146 -7.400987 2.169448 0.0117 -0.0241 0.0567 0.000
C -2.447624 -0.904763 4.906131 0.0410 -0.0439 -0.0007 0.000
C -0.634024 6.721825 -1.817425 0.1078 0.0262 -0.0148 0.000
C 2.676301 5.355264 1.004424 -0.0964 -0.1185 -0.1578 0.022
C -3.989243 -3.113945 1.634498 0.0086 -0.1446 -0.0841 0.000
C 3.271807 -8.980141 1.614169 -0.0757 -0.0023 -0.0246 0.000
C -3.934739 -4.608643 1.825127 0.0222 0.0793 0.0715 0.000
C -3.010083 -4.602399 -3.021669 -0.0022 0.1045 0.0105 0.000
C -2.833643 1.725281 -1.355005 -0.7753 0.3789 -1.0955 0.000
C 1.046824 4.062843 -0.952049 0.2466 -0.0371 -0.2492 0.000
C 0.415364 2.012434 -2.018215 -0.1127 -0.1767 0.0556 0.003
C -5.059316 -5.283864 2.299582 -0.0033 -0.0237 -0.0217 0.000
C 0.317296 -5.961839 0.868243 0.0578 -0.0862 -0.1959 0.000
C -3.787582 -5.590678 -3.617494 -0.0269 -0.0306 -0.0192 0.000
C -3.434156 -3.148374 -4.893828 0.0145 0.0443 -0.0128 0.000
C 1.823484 1.822260 -2.422535 -0.0883 0.1055 0.0567 -0.002
C -3.843497 0.635450 -1.047554 0.5500 -0.1796 0.4141 0.000
C 1.857259 -7.598794 0.062928 0.0208 -0.0023 0.0039 0.000
C 6.670295 5.334240 0.303465 6.3281 2.2165 6.0844 0.067
H 3.689404 -8.893604 2.615868 0.0134 -0.0080 -0.0040 0.000
H -0.005571 -5.428806 -1.771573 0.0435 0.0378 -0.0572 0.000
H 5.506572 7.823724 -0.356307 -0.1141 0.1502 -0.1228 0.003
H -1.345124 5.054889 0.767515 -0.0249 0.0046 0.0042 0.000
H -0.149710 1.975974 0.718008 0.0365 0.0818 -0.0594 0.000
H 0.202691 7.402283 -1.924477 -0.0746 0.0662 -0.0780 0.000
H -5.953268 -7.154332 2.821182 0.0048 0.0022 0.0113 0.000
H 0.991112 5.127754 -0.787300 -0.0853 -0.0249 0.0174 0.000
H 3.214310 6.293133 1.002564 -0.1073 0.0614 -0.0492 -0.003
H -4.248293 -2.854904 0.604686 0.0195 0.0310 -0.0003 0.000
H -3.320978 -1.437025 5.246102 -0.0141 0.0426 0.0175 0.000
H 1.595682 -6.052059 -2.148249 0.0061 -0.0231 -0.0045 0.000
H 8.110924 7.536497 0.049640 -0.3036 0.3131 0.0235 -0.012
H -2.592392 4.371360 1.832397 0.0049 0.0348 -0.0003 0.000
H -1.906052 -7.323962 1.443668 -0.0244 -0.0244 -0.0256 0.000
H -1.027065 6.658117 -0.810311 0.0058 -0.0543 -0.0032 0.000
H 5.532151 6.199318 -2.946268 1.5837 -1.3467 0.1304 -0.003
H -3.047918 4.541015 -2.437611 0.1998 0.1692 0.1306 0.000
H -2.666548 6.432143 -2.653558 0.0050 0.0400 0.0247 0.000
H -3.033807 -2.638164 1.872228 -0.0357 0.0536 0.0391 0.000
H 0.560720 2.362981 4.330040 0.0109 -0.0672 -0.0131 0.000
H -1.052763 2.840205 4.909213 0.0825 0.0680 0.0116 0.000
H 6.953883 5.255518 -1.409050 3.4163 -0.2640 -1.9998 0.046
H -1.488415 7.117212 -3.844092 0.0027 -0.0103 -0.0031 0.000
H 2.087407 1.050507 -3.134016 0.0757 -0.0451 0.0775 0.000
H 7.920182 6.378225 -1.182656 0.9325 0.4300 0.2190 0.004
H 0.162392 5.369541 -3.364886 -0.0188 0.1203 -0.0350 0.000
H -0.830441 -5.407913 3.470029 0.0070 -0.0057 0.0407 0.000
H -5.948961 -4.712582 2.535597 0.0004 0.0019 -0.0042 0.000
H 4.349219 6.328130 -1.865519 0.7550 -0.2719 0.7713 0.005
H 6.395970 5.514515 1.354698 -1.2606 1.0322 -0.7184 -0.004
H 0.199842 -7.130248 -2.174822 -0.0494 0.0230 0.0056 0.000
H 7.209996 3.147309 -2.139259 0.1667 0.2835 0.0801 0.046
H 0.576006 -4.348840 3.280970 -0.0313 0.0185 0.0325 0.000
H -0.713654 4.588172 3.202681 -0.0469 -0.0140 0.0110 0.000
H -3.917357 -6.533233 -3.103382 0.0310 0.0013 0.0018 0.000
H -4.748853 -2.672381 2.277342 0.0113 0.0231 0.0078 0.000
H -4.661025 -3.963397 -6.450628 -0.0095 0.0097 0.0073 0.000
H -2.902855 1.155029 5.316917 -0.0086 0.0168 -0.0536 0.000
H 6.338905 8.192426 -1.937301 0.1300 0.1235 0.1253 -0.005
H 3.408638 1.995933 0.769382 -0.0433 -0.0453 -0.2196 0.002
H 4.085246 -8.930814 0.890806 0.0068 -0.0034 0.0075 0.000
H -3.297301 -2.196259 -5.388837 0.0008 0.0017 0.0100 0.000
H 2.031473 -7.371870 3.415452 -0.0146 0.0077 0.0052 0.000
H 1.314759 1.909555 2.100332 -0.0822 -0.0137 -0.0763 0.000
H -2.236550 -2.602521 -3.212765 0.0313 0.0203 -0.0780 0.000
H -4.990063 -6.126701 -5.307083 0.0044 -0.0096 0.0101 0.000
H -3.922528 -8.475220 2.296470 0.0003 0.0014 -0.0043 0.000
H 7.670716 4.780884 0.566862 -1.8929 0.2104 -1.6029 -0.003
H 2.812768 -9.966664 1.525011 0.0161 -0.0076 0.0106 0.000
H 2.312875 -8.121611 -0.771532 0.0033 0.0138 -0.0041 0.000
H 0.679523 -5.786064 4.290926 -0.0146 -0.0100 0.0042 0.000
H -3.900906 3.402818 -0.345648 0.0637 -0.0106 0.1939 0.000
H -2.545032 1.965065 -3.612900 -0.1459 -0.0185 -0.0269 0.000
```
Forces are in eV/Å.

Computed properties:
Multiplicity: 2
Charge: +1
HOMO (alpha / beta) (eV): -6.89 / -6.89
Gap between HOMO and LUMO (alpha / beta) (eV): 2.9 / 2.8